Density functional theory data (ωB97M-V with the def2-TZVPD basis set) for a cluster of 12 separate species, C44H46F5N7 in total.

energy: -70387.5638 eV
F_max: 5.72 eV/Å
SMILES: Fc1ccccc1.Fc1ccccc1.Fc1ccccc1.Fc1ccccc1.Fc1ccccc1.CC#N.CC#N.CC#N.CC#N.CC#N.CC#N.CC#N
HOMO energy: -9.4 eV
HOMO-LUMO gap: 0.3383 Ha
energy relative to the best compared isomer or geometry (same formula, charge and spin): 64.75 kcal per mole

```
102
Properties=species:S:1:pos:R:3:forces:R:3
F -2.8158 -1.3624 2.8343 -0.157 -0.133 0.267
C -2.2547 -0.3888 3.6113 0.758 -2.743 0.482
C -1.2518 -0.7797 4.5015 -0.371 2.210 -0.719
C -0.5795 0.3240 5.0961 -0.245 -0.845 -0.391
C -0.8686 1.6523 4.7841 -1.670 -0.029 -1.382
C -1.9820 1.9347 3.8837 1.146 -0.829 1.562
C -2.7038 0.8625 3.4018 0.040 1.341 -0.720
H -0.9788 -1.8202 4.5978 0.050 0.058 0.209
H 0.2252 0.0822 5.7746 0.144 0.219 0.116
H -0.2428 2.4274 5.2012 -0.169 0.162 -0.029
H -2.3716 2.8811 3.5389 0.604 0.506 0.467
H -3.5295 1.0022 2.7198 -0.060 0.099 -0.047
F 0.8585 -2.9405 -2.3580 -1.021 0.361 0.966
C 1.6837 -2.8605 -3.3867 2.032 0.998 -0.624
C 1.6110 -3.8345 -4.3427 -1.304 -0.538 -0.680
C 2.4813 -3.9117 -5.4025 1.367 1.564 -0.255
C 3.5367 -2.9652 -5.4468 -0.432 -0.710 0.708
C 3.6167 -1.9914 -4.4486 0.179 -0.098 -0.516
C 2.6700 -1.8590 -3.4518 -0.780 -1.076 0.312
H 0.7264 -4.4533 -4.3710 0.030 -0.371 0.394
H 2.3152 -4.6265 -6.1950 0.158 -0.111 0.057
H 4.3515 -3.0165 -6.1537 -0.198 -0.088 -0.284
H 4.4665 -1.3253 -4.4286 -0.019 0.199 -0.192
H 2.7366 -1.0556 -2.7330 -0.062 -0.075 0.165
F 0.7877 -6.9503 0.2066 2.097 -1.671 -1.553
C 0.0889 -6.1972 0.9732 -3.083 0.724 1.406
C -0.8423 -6.7910 1.8195 -0.666 0.385 1.059
C -1.7371 -6.0081 2.5935 1.593 -1.114 0.445
C -1.6806 -4.6374 2.5401 0.153 -0.236 -0.726
C -0.8185 -4.1069 1.6068 1.084 1.127 -0.120
C 0.0925 -4.8412 0.8264 -0.613 0.949 0.468
H -0.8256 -7.8622 1.9562 -0.050 -0.103 -0.150
H -2.2425 -6.4445 3.4424 -0.491 -0.457 -0.361
H -2.2623 -4.0049 3.1942 -0.102 0.023 -0.104
H -0.7613 -3.0284 1.5998 0.073 0.255 -0.391
H 0.7709 -4.3836 0.1216 -0.003 0.209 0.004
F 0.8580 7.6299 1.2247 -0.132 1.606 0.208
C 0.8224 6.3389 1.4239 -0.923 -3.406 -1.480
C -0.3065 5.5922 0.9324 2.166 1.731 1.273
C -0.3004 4.2034 1.0703 -0.781 1.683 -0.463
C 0.8467 3.5836 1.5179 -0.403 -0.657 -0.196
C 1.9861 4.3075 1.8060 -0.095 -1.030 0.881
C 1.9643 5.6735 1.8398 -0.012 1.319 -0.084
H -1.0346 6.2707 0.5129 -0.728 -0.651 -0.101
H -1.2300 3.7286 0.7933 0.136 -0.603 0.027
H 0.8156 2.5129 1.6556 0.244 -0.110 -0.029
H 2.8449 3.7477 2.1458 0.254 0.148 0.002
H 2.8097 6.2704 2.1487 0.202 -0.066 -0.021
F 2.6960 -1.0381 1.4357 -0.066 -0.310 0.625
C 3.4338 -1.4277 2.5084 0.984 -0.517 1.394
C 4.8162 -1.4124 2.3940 -0.435 0.301 -0.106
C 5.6169 -1.7555 3.4891 -0.326 0.047 0.214
C 5.0456 -2.1581 4.6871 -1.129 -0.107 0.378
C 3.6382 -2.1910 4.8421 1.891 -0.250 -1.562
C 2.8834 -1.8522 3.7295 -1.305 0.245 -0.116
H 5.1931 -1.1012 1.4309 0.432 0.005 0.030
H 6.6944 -1.6878 3.4588 0.054 -0.080 -0.374
H 5.6413 -2.5033 5.5193 0.300 0.180 -0.038
H 3.1948 -2.6267 5.7253 -0.151 0.286 0.040
H 1.8194 -1.9515 3.8857 -0.303 0.216 -0.524
C -2.8761 -3.2323 -1.1818 -0.584 -1.030 -0.675
C -3.7014 -4.4992 -1.0920 -0.544 -0.704 -0.394
N -4.3497 -5.4710 -1.0486 1.473 2.145 -0.007
H -3.0627 -2.6391 -0.2866 0.523 -0.045 -0.085
H -3.0758 -2.6446 -2.0778 -1.099 0.005 0.075
H -1.8445 -3.4603 -1.4501 0.264 -0.349 1.115
C -4.4708 3.9897 -2.0768 0.160 1.148 -0.725
C -4.3657 4.0513 -0.6547 -0.270 -0.663 1.711
N -4.3531 4.1008 0.4967 0.293 0.021 -0.435
H -4.8248 3.0482 -2.4967 0.200 0.082 0.244
H -3.5129 4.3391 -2.4618 0.074 -0.440 -0.406
H -5.1620 4.7982 -2.3146 -0.284 -0.184 -0.372
C 0.2690 0.1933 -0.0292 0.683 0.737 0.088
C -0.8997 0.8206 -0.6794 -0.498 -0.351 0.233
N -1.8492 1.3573 -1.0664 0.956 -0.554 0.144
H 0.7451 -0.6902 -0.4543 -0.788 -0.123 -0.439
H 0.1106 0.0058 1.0328 -0.410 -0.005 -0.073
H 1.0681 0.9336 -0.0670 0.038 0.193 0.041
C 1.1442 4.9668 -3.6836 -0.515 0.345 0.075
C -0.1054 5.2518 -4.3791 2.482 -0.412 1.525
N -1.1094 5.4774 -4.8322 -2.794 0.583 -1.438
H 1.8266 4.5206 -4.4069 0.233 -0.127 0.555
H 0.8848 4.3598 -2.8162 0.326 -0.516 -0.268
H 1.5179 5.8900 -3.2406 0.261 0.072 -0.385
C 5.5019 2.6960 -1.3059 1.389 -0.052 0.857
C 4.6354 2.5202 -2.4182 -1.630 -0.458 -1.364
N 3.9451 2.3910 -3.3351 0.508 0.101 0.702
H 5.4795 3.7323 -0.9686 0.145 -0.092 0.013
H 6.4989 2.4092 -1.6402 0.245 0.456 -0.069
H 5.3615 2.0267 -0.4571 -0.703 0.045 -0.107
C -5.2093 0.5517 -0.0187 0.565 -1.338 0.274
C -6.2106 1.4038 -0.5987 -0.091 0.765 -0.733
N -6.9960 2.1124 -1.0506 0.174 -0.303 0.193
H -4.1570 0.8229 -0.1029 -0.245 1.156 0.266
H -5.1182 -0.4023 -0.5380 -0.845 -0.235 -0.108
H -5.5165 0.3588 1.0092 0.362 -0.066 0.073
C -2.7077 -0.1603 -4.3549 -0.808 -1.114 -0.309
C -4.1519 -0.1063 -4.0855 5.589 0.259 -1.184
N -5.2214 0.0296 -3.8237 -5.347 0.402 1.275
H -2.1819 -0.0584 -3.4055 0.207 0.303 -0.316
H -2.4065 0.4974 -5.1703 -0.027 0.352 0.484
H -2.5677 -1.1653 -4.7530 0.450 -0.158 0.127
```
Positions in Å, forces in eV/Å.

Atom charges from the Löwdin analysis, given in e for atoms 1 to 99: atom 1 (F): 0.02, atom 2 (C): -0.30, atom 3 (C): 0.00, atom 4 (C): -0.09, atom 5 (C): -0.06, atom 6 (C): -0.04, atom 7 (C): -0.04, atom 8 (H): 0.11, atom 9 (H): 0.10, atom 10 (H): 0.09, atom 11 (H): 0.10, atom 12 (H): 0.11, atom 13 (F): 0.06, atom 14 (C): -0.30, atom 15 (C): -0.04, atom 16 (C): -0.07, atom 17 (C): -0.07, atom 18 (C): -0.10, atom 19 (C): -0.01, atom 20 (H): 0.12, atom 21 (H): 0.11, atom 22 (H): 0.10, atom 23 (H): 0.10, atom 24 (H): 0.10, atom 25 (F): 0.12, atom 26 (C): -0.36, atom 27 (C): 0.01, atom 28 (C): -0.07, atom 29 (C): -0.11, atom 30 (C): -0.10, atom 31 (C): -0.01, atom 32 (H): 0.11, atom 33 (H): 0.10, atom 34 (H): 0.10, atom 35 (H): 0.09, atom 36 (H): 0.11, atom 37 (F): 0.09, atom 38 (C): -0.30, atom 39 (C): 0.01, atom 40 (C): -0.08, atom 41 (C): -0.11, atom 42 (C): -0.10, atom 43 (C): -0.03, atom 44 (H): 0.11, atom 45 (H): 0.08, atom 46 (H): 0.08, atom 47 (H): 0.10, atom 48 (H): 0.12, atom 49 (F): 0.04, atom 50 (C): -0.26, atom 51 (C): -0.02, atom 52 (C): -0.08, atom 53 (C): -0.09, atom 54 (C): -0.07, atom 55 (C): -0.02, atom 56 (H): 0.11, atom 57 (H): 0.10, atom 58 (H): 0.10, atom 59 (H): 0.11, atom 60 (H): 0.10, atom 61 (C): -0.06, atom 62 (C): -0.24, atom 63 (N): 0.11, atom 64 (H): 0.07, atom 65 (H): 0.06, atom 66 (H): 0.06, atom 67 (C): -0.08, atom 68 (C): -0.33, atom 69 (N): 0.13, atom 70 (H): 0.07, atom 71 (H): 0.08, atom 72 (H): 0.09, atom 73 (C): -0.06, atom 74 (C): -0.23, atom 75 (N): 0.16, atom 76 (H): 0.07, atom 77 (H): 0.07, atom 78 (H): 0.07, atom 79 (C): -0.07, atom 80 (C): -0.31, atom 81 (N): 0.13, atom 82 (H): 0.08, atom 83 (H): 0.08, atom 84 (H): 0.08, atom 85 (C): -0.08, atom 86 (C): -0.29, atom 87 (N): 0.14, atom 88 (H): 0.09, atom 89 (H): 0.09, atom 90 (H): 0.08, atom 91 (C): -0.08, atom 92 (C): -0.30, atom 93 (N): 0.15, atom 94 (H): 0.04, atom 95 (H): 0.07, atom 96 (H): 0.08, atom 97 (C): -0.06, atom 98 (C): -0.30, atom 99 (N): 0.15

***

Density functional theory data (ωB97M-V with the def2-TZVPD basis set) for a structure of composition C44H46N5O11PTi.

energy: -108740.8514 eV
F_max: 16.13 eV/Å
HOMO energy (spin up / spin down): 1.2 / -1.4 eV
total charge: -2
<S²>: 2.0197
HOMO-LUMO gap (spin up / spin down): 0.0931 / 0.1898 Ha
energy relative to the best compared isomer or geometry (same formula, charge and spin): 333.18 kcal per mole
spin multiplicity: 3

```
108
Properties=species:S:1:pos:R:3:forces:R:3
Ti -0.4688 -0.0258 -0.9524 -0.711 0.889 1.032
O -1.6981 1.1848 3.0306 0.135 0.411 -0.028
C -1.3721 0.5446 2.0416 0.030 -2.822 -0.500
N -0.4110 0.7801 1.0958 -3.102 -1.999 1.212
C 0.3741 1.8711 1.4038 -0.043 3.097 1.091
C 1.6143 1.8202 0.6059 -0.939 -1.136 -0.285
C 2.7811 2.4747 0.8639 1.693 2.433 2.868
C 3.8967 2.1698 0.1931 2.371 -2.212 -4.116
C 3.8439 1.2415 -1.0022 0.419 3.150 4.113
C 2.5813 0.6989 -1.1419 3.659 -1.785 -2.402
N 1.5790 0.8979 -0.3442 -1.358 0.070 -0.013
C -2.0790 -0.9981 1.8380 1.620 2.669 -1.266
C -3.0908 -1.5674 2.5947 -3.563 0.557 0.380
C -3.7608 -2.7683 2.0982 1.161 0.426 0.809
C -3.3263 -3.2957 0.9219 3.659 3.887 -1.558
C -2.3478 -2.6326 0.1428 4.856 2.555 -0.805
N -1.5981 -1.4777 0.6929 -3.415 -3.861 -2.014
H -0.1803 2.8732 1.1949 0.935 -1.153 0.332
H 0.6454 1.8653 2.4884 -0.122 0.309 -0.489
H 3.0738 3.1945 1.7221 -1.717 -1.172 -1.114
H 4.8765 2.5807 0.5098 -0.716 -0.183 -0.328
H 4.8181 1.0678 -1.5011 -1.274 -0.312 -0.072
H 2.5852 -0.1107 -1.8954 -1.096 0.456 0.371
H -3.6946 -0.8130 3.2775 1.760 -1.948 -0.803
H -4.4803 -3.5148 2.4794 -0.089 1.495 1.122
H -3.5558 -4.1357 0.4416 -1.965 -3.613 -1.152
H -1.7044 -2.9447 -1.0901 -2.392 0.677 3.490
O -0.4732 -4.7552 -4.9613 -0.667 -5.401 -4.806
C -0.4951 -3.8062 -4.2831 0.957 5.600 5.695
C 0.5766 -3.6181 -3.1947 -4.346 3.475 -1.581
O 1.5891 -4.2452 -3.1493 2.767 -1.502 1.099
C 0.1105 -2.3001 -2.4507 -2.368 -0.484 -1.443
C -1.1564 -1.8263 -2.9836 4.335 -2.324 1.215
O -1.5123 -0.6533 -2.5171 -0.811 0.568 0.199
C -1.5260 -2.6383 -4.1968 2.903 -0.816 2.616
O -2.4121 -2.3559 -4.9281 -2.604 0.513 -2.444
O 0.6697 -1.5551 -1.5048 -0.247 -0.131 -0.401
C 0.8587 -2.7483 1.6108 -4.244 -0.752 -0.618
C 2.2987 -2.8873 1.9102 0.065 0.263 -1.161
C 2.5478 -4.3164 2.2022 0.554 -2.679 -2.863
C 2.9688 -2.4740 0.6046 -0.941 -0.150 -3.362
P 2.7156 -1.3960 2.9722 -0.407 -0.092 0.517
C 1.8191 -1.6968 4.5634 0.361 4.611 -2.421
C 1.5859 -2.9218 5.0187 -0.436 -6.945 -1.817
C 1.0435 -3.2894 6.1700 -1.380 7.914 2.523
C 0.4723 -2.1553 7.0135 1.237 -4.680 -1.195
C 0.7111 -0.9290 6.5415 -3.579 5.527 -0.561
C 1.3171 -0.5804 5.2126 -1.004 -2.683 4.237
C 4.4722 -1.4425 3.7052 0.375 -0.995 -1.419
C 4.3841 -0.4699 4.8356 -11.582 -4.800 -2.136
C 5.0680 -2.8226 4.1834 -1.911 0.504 -0.801
C 5.4073 -0.9043 2.5355 1.949 0.763 2.499
H 0.4054 -3.6579 0.8536 1.374 2.259 2.347
H 0.7728 -1.8817 0.9534 -0.642 0.047 0.426
H 0.1204 -2.5840 2.5496 1.635 -0.666 -2.088
H 3.5216 -4.5026 2.5746 0.882 -0.390 0.851
H 2.5671 -4.9916 1.1329 -0.363 2.022 2.702
H 1.7616 -4.7485 2.8001 0.042 -0.368 0.227
H 2.5865 -3.1880 -0.4598 1.703 1.649 3.438
H 4.0405 -2.2944 0.8273 -0.392 -0.553 -1.152
H 2.4956 -1.5105 0.2376 0.926 -0.880 0.677
H 1.5736 -3.8473 4.3053 1.074 2.065 1.075
H 0.7453 -4.0862 6.6442 -0.893 -5.310 1.087
H -0.1933 -2.6522 7.7919 0.861 1.953 -0.521
H -0.1000 0.0172 7.0343 2.920 -2.691 -1.334
H 1.2713 0.4676 5.0036 0.402 0.151 -0.840
H 3.9125 -0.6645 5.8849 -0.040 -1.766 -1.678
H 3.8379 0.4042 4.8528 -1.540 2.265 -1.975
H 5.0935 -0.2018 5.2402 14.365 4.520 5.782
H 4.2602 -3.2710 4.8359 1.469 0.138 -0.273
H 6.0418 -2.6181 4.6061 0.092 -0.142 0.796
H 5.2674 -3.4968 3.3213 -0.380 0.418 0.464
H 5.0222 0.1766 2.2740 0.585 -2.548 -0.733
H 5.6299 -1.8417 1.8571 -0.629 2.712 0.568
H 6.4767 -0.6230 3.0653 -2.244 -0.874 -1.210
O -1.0690 4.0131 -1.6143 0.096 -0.766 -0.709
C -0.8410 2.9781 -2.2783 -0.428 0.341 -0.574
O -0.3404 1.9011 -1.8634 0.093 -0.608 0.649
C -1.1820 2.9391 -3.7986 -0.142 0.672 0.807
C -1.5261 1.7759 -4.4702 -0.576 -1.056 0.410
C -1.9131 1.7982 -5.7963 -0.347 1.457 -0.713
C -1.9323 3.0543 -6.4283 0.373 -1.505 0.051
O -2.1268 3.2841 -7.7685 0.222 1.438 -0.495
C -2.0013 4.7266 -7.9045 -1.509 0.480 0.838
O -1.5518 5.3114 -6.6397 -0.275 -1.589 -0.829
C -1.5743 4.2025 -5.7916 0.437 0.817 1.307
C -1.2211 4.1637 -4.4542 0.667 1.004 0.930
H -1.6301 0.8094 -3.9614 0.456 0.440 0.121
H -2.2558 0.9146 -6.3094 0.125 -0.176 -0.071
H -3.0512 5.1392 -8.0752 1.292 -0.411 -0.175
H -1.2773 5.0133 -8.6686 -0.205 -0.277 -0.123
H -0.8962 5.0095 -3.7917 -0.554 -0.488 -1.152
N -2.8047 0.7717 -0.4960 -0.770 0.831 -0.924
C -3.4566 1.5471 -1.0753 0.819 -0.688 0.733
N -4.1253 2.4836 -1.7067 -0.792 2.220 0.831
C -5.0192 2.2036 -2.8142 -0.279 0.198 0.174
C -5.0364 3.3875 -3.7714 0.049 0.752 0.494
O -5.4631 4.5957 -3.0658 -0.373 -0.501 -0.764
C -4.5451 4.9055 -2.0586 2.368 -2.223 0.115
C -4.4643 3.8005 -0.9966 -0.793 -1.481 -0.580
H -6.0325 1.9914 -2.4278 0.188 0.019 -0.234
H -4.6053 1.3462 -3.2894 0.027 -0.838 -0.690
H -5.6644 3.2195 -4.6703 0.080 0.211 0.806
H -4.0222 3.5984 -4.0987 0.321 -0.252 -0.255
H -4.7727 5.7584 -1.5204 -1.165 2.047 0.623
H -3.4890 5.0642 -2.4047 -0.757 -0.274 -0.310
H -5.5060 3.7124 -0.5058 1.574 -0.088 -0.456
H -3.6555 3.9835 -0.2904 -0.201 0.093 0.082
```
Positions in Å, forces in eV/Å.

Atom charges from the Löwdin analysis, given in e for atoms 1 to 99: atom 1 (Ti): 1.06, atom 2 (O): -0.01, atom 3 (C): -0.45, atom 4 (N): -0.09, atom 5 (C): -0.23, atom 6 (C): -0.25, atom 7 (C): -0.07, atom 8 (C): -0.09, atom 9 (C): -0.01, atom 10 (C): -0.18, atom 11 (N): 0.04, atom 12 (C): -0.23, atom 13 (C): -0.03, atom 14 (C): -0.08, atom 15 (C): -0.13, atom 16 (C): 0.00, atom 17 (N): 0.00, atom 18 (H): 0.16, atom 19 (H): 0.12, atom 20 (H): 0.14, atom 21 (H): 0.10, atom 22 (H): 0.10, atom 23 (H): 0.13, atom 24 (H): 0.14, atom 25 (H): 0.10, atom 26 (H): 0.05, atom 27 (H): 0.22, atom 28 (O): 0.01, atom 29 (C): -0.42, atom 30 (C): -0.35, atom 31 (O): 0.01, atom 32 (C): -0.24, atom 33 (C): -0.33, atom 34 (O): -0.23, atom 35 (C): -0.33, atom 36 (O): 0.06, atom 37 (O): -0.22, atom 38 (C): -0.16, atom 39 (C): -0.78, atom 40 (C): -0.13, atom 41 (C): -0.14, atom 42 (P): 1.19, atom 43 (C): -0.42, atom 44 (C): -0.17, atom 45 (C): -0.05, atom 46 (C): -0.11, atom 47 (C): -0.13, atom 48 (C): -0.07, atom 49 (C): -0.66, atom 50 (C): -0.14, atom 51 (C): -0.08, atom 52 (C): -0.12, atom 53 (H): 0.17, atom 54 (H): 0.02, atom 55 (H): 0.12, atom 56 (H): 0.03, atom 57 (H): 0.16, atom 58 (H): 0.05, atom 59 (H): 0.20, atom 60 (H): 0.04, atom 61 (H): 0.04, atom 62 (H): 0.12, atom 63 (H): 0.03, atom 64 (H): 0.11, atom 65 (H): 0.17, atom 66 (H): 0.09, atom 67 (H): 0.14, atom 68 (H): 0.06, atom 69 (H): -0.07, atom 70 (H): 0.09, atom 71 (H): 0.06, atom 72 (H): 0.06, atom 73 (H): 0.09, atom 74 (H): 0.09, atom 75 (H): 0.11, atom 76 (O): -0.02, atom 77 (C): -0.59, atom 78 (O): -0.10, atom 79 (C): -0.13, atom 80 (C): -0.01, atom 81 (C): 0.03, atom 82 (C): -0.23, atom 83 (O): 0.00, atom 84 (C): -0.12, atom 85 (O): -0.01, atom 86 (C): -0.23, atom 87 (C): 0.04, atom 88 (H): 0.10, atom 89 (H): 0.12, atom 90 (H): 0.14, atom 91 (H): 0.12, atom 92 (H): 0.14, atom 93 (N): 0.22, atom 94 (C): -0.20, atom 95 (N): -0.07, atom 96 (C): -0.12, atom 97 (C): -0.13, atom 98 (O): -0.13, atom 99 (C): -0.23